Entry 1:
Molecular formula: C38H54F24O19
Method: DFT, ωB97M-V with the def2-TZVPD basis set

As for the net charge: -1. The calculation puts the molar mass at 1270.78 g/mol. The LUMO energy (alpha / beta) is 1.557 / 1.552 eV. The spin multiplicity is 2. For the total energy, the calculation gives -144398.637 eV. The value obtained for the frontier orbital gap (alpha / beta) is 1.79 / 6.70 eV.

Last column: Löwdin charge in e.
Geometry (Å):
C1 5.2260 8.0862 -2.2692  -0.089
O1 5.5734 6.7404 -2.7465  -0.208
C2 4.8516 5.6799 -2.0204  -0.158
C3 4.9040 4.3055 -2.7550  -0.167
O2 4.0179 3.3818 -2.0902  -0.139
C4 4.2988 2.1081 -2.6125  -0.187
C5 3.5041 1.0447 -1.6952  -0.122
O3 2.1133 1.0943 -2.0483  -0.198
C6 1.3586 2.0814 -1.4795  -0.134
H1 4.2236 8.0630 -1.8417  0.067
H2 5.1015 8.8644 -3.0222  0.083
H3 5.8324 8.3279 -1.3963  0.082
H4 3.8277 6.0367 -1.9090  0.114
H5 5.3172 5.5598 -1.0422  0.120
H6 5.9397 3.9710 -2.8133  0.123
H7 4.5116 4.4799 -3.7568  0.126
H8 5.3516 1.9025 -2.4189  0.102
H9 4.0708 1.9689 -3.6692  0.121
H10 3.7518 1.2872 -0.6618  0.112
H11 3.8422 0.0575 -2.0099  0.119
H12 1.2510 3.0238 -2.0165  0.089
H13 1.6463 2.3270 -0.4572  0.096
H14 0.3680 1.6281 -1.4448  0.083
C7 8.2456 -2.4917 -1.3460  -0.028
C8 7.0206 -1.5245 -1.7703  -0.172
O4 6.9293 -0.3612 -0.9566  -0.014
C9 6.4649 -0.3269 0.3124  -0.314
O5 6.0488 -1.3603 0.8658  0.129
C10 6.6107 1.0488 0.9822  -0.563
F1 7.7456 1.0838 1.6588  0.185
F2 6.5455 2.0728 0.1165  0.160
F3 5.6853 1.3007 1.9032  0.168
H15 8.3236 -3.3948 -1.9512  0.067
H16 8.1196 -2.8498 -0.3242  0.067
H17 9.1873 -1.9579 -1.4739  0.067
H18 6.0645 -2.0479 -1.7770  0.114
H19 6.9737 -1.1869 -2.8056  0.116
C11 -3.2182 -4.9311 -0.6458  -0.043
C12 -2.3540 -5.9566 -1.3082  -0.238
O6 -2.4560 -7.2279 -0.6980  0.030
C13 -1.5187 -8.1616 -0.9527  -0.322
O7 -0.5298 -8.0730 -1.7078  0.131
C14 -1.8579 -9.5199 -0.3446  -0.509
F4 -0.7967 -10.1053 0.3081  0.126
F5 -2.8677 -9.3932 0.5583  0.140
F6 -2.1732 -10.3843 -1.2933  0.183
H20 -4.2539 -5.2221 -0.8215  0.082
H21 -3.0156 -4.0173 -1.2042  0.084
H22 -3.0558 -4.9606 0.4317  0.084
H23 -1.2954 -5.7181 -1.2058  0.115
H24 -2.3824 -6.0264 -2.3956  0.140
C15 -1.7366 -2.8186 3.2655  -0.044
C16 -2.7466 -3.0116 4.3964  -0.219
O8 -2.1053 -3.8267 5.3366  -0.001
C17 -1.8190 -3.3725 6.6276  -0.258
O9 -1.9991 -2.1878 7.0090  0.109
C18 -1.1156 -4.3250 7.5953  -0.534
F7 -0.0199 -3.7033 7.9069  0.210
F8 -1.8850 -4.2813 8.7178  0.143
F9 -1.0469 -5.5899 7.0651  0.148
H25 -1.5086 -3.8125 2.8805  0.077
H26 -0.7559 -2.3928 3.4777  0.080
H27 -2.0932 -2.3049 2.3727  0.060
H28 -3.7181 -3.4477 4.1638  0.132
H29 -2.9558 -1.9920 4.7201  0.119
C19 -9.1562 2.1052 -0.0817  -0.057
C20 -7.7303 1.7885 -0.6908  -0.164
O10 -7.6660 0.3732 -1.0097  0.021
C21 -6.4578 -0.2345 -1.1140  -0.343
O11 -5.3875 0.3615 -1.0276  0.125
C22 -6.5606 -1.6689 -1.5526  -0.695
F10 -5.9747 -1.6945 -2.7171  0.216
F11 -5.9156 -2.2875 -0.6431  0.219
F12 -7.7800 -2.1274 -1.5986  0.212
H30 -9.2897 1.3810 0.7220  0.063
H31 -9.8991 1.9409 -0.8622  0.067
H32 -9.3518 3.0717 0.3828  0.070
H33 -7.1230 2.0201 0.1842  0.112
H34 -7.4272 2.4329 -1.5160  0.112
C23 -2.3623 -0.2875 0.1870  -0.055
C24 -1.0995 -1.0407 -0.1702  -0.185
O12 -0.0239 -0.5226 0.6873  -0.007
C25 1.0832 -1.2621 1.0256  -0.342
O13 1.3559 -2.3586 0.6153  0.163
C26 1.9398 -0.5962 2.1265  -0.511
F13 2.1662 -1.4238 3.1155  0.177
F14 3.2586 -0.3660 1.6960  0.094
F15 1.3755 0.5343 2.5319  0.175
H35 -2.4220 0.6819 -0.3078  0.077
H36 -2.4622 -0.1330 1.2613  0.080
H37 -3.2565 -0.8557 -0.0691  0.065
H38 -0.8925 -0.9639 -1.2376  0.118
H39 -1.2013 -2.0792 0.1451  0.101
C27 -3.4100 3.0002 -2.7148  -0.070
C28 -4.8342 3.3228 -3.2326  -0.273
O14 -5.1959 4.5406 -2.7118  -0.090
C29 -6.3950 5.0363 -3.0278  -0.532
O15 -7.2528 4.4719 -3.7317  -0.072
C30 -6.4792 6.6170 -2.9303  -0.630
F16 -6.7033 7.1594 -4.1705  0.068
F17 -7.4470 7.0055 -2.2041  0.158
F18 -5.3571 7.1998 -2.4822  0.103
H40 -3.4040 3.2838 -1.6623  0.074
H41 -2.6075 3.4521 -3.2978  0.061
H42 -3.3834 1.9120 -2.7706  0.050
H43 -5.4565 2.7010 -2.5890  0.090
H44 -5.0174 3.2716 -4.3059  0.127
C31 2.4336 -0.2538 -5.9043  -0.051
C32 1.2191 -0.0686 -4.9458  -0.219
O16 1.2870 -1.1239 -4.0194  -0.021
C33 0.6320 -2.3729 -4.1656  -0.256
O17 -0.0840 -2.6913 -5.1107  0.143
C34 0.8288 -3.3656 -2.9751  -0.526
F19 0.7339 -4.6094 -3.4216  0.165
F20 2.1257 -3.4205 -2.4558  0.103
F21 -0.0116 -3.1457 -2.0074  0.192
H45 2.3569 -1.2176 -6.4075  0.075
H46 3.4149 -0.1196 -5.4490  0.068
H47 2.2456 0.5159 -6.6528  0.075
H48 0.3019 -0.1066 -5.5335  0.121
H49 1.2517 0.9488 -4.5558  0.115
C35 1.8979 -0.1844 5.9763  -0.031
C36 2.8229 0.8711 6.7161  -0.199
O18 2.0573 2.0499 6.8273  -0.017
C37 2.4354 3.2102 7.4684  -0.284
O19 3.5163 3.3677 8.0763  0.121
C38 1.3713 4.3026 7.2870  -0.519
F22 1.2862 4.9548 8.4457  0.166
F23 1.6766 5.1937 6.3393  0.178
F24 0.1515 3.7194 7.0256  0.132
H50 1.5926 0.3592 5.0822  0.058
H51 1.0495 -0.1933 6.6606  0.074
H52 2.2965 -1.1946 5.8829  0.079
H53 3.8193 1.0919 6.3334  0.127
H54 2.9279 0.4592 7.7198  0.118

Entry 2:
Molecular formula: C38H54HoN5O12PSbSi3
Method: DFT, ωB97M-V with the def2-TZVPD basis set

As for the net charge: -2. The calculation puts the molar mass at 1174.80 g/mol. The LUMO energy is 3.713 eV. The spin multiplicity is 5. For the total energy, the calculation gives -137559.108 eV. The value obtained for the frontier orbital gap is 6.93 eV.

Last column: Löwdin charge in e.
Geometry (Å):
Ho1 11.4315 14.0012 13.9918  1.612
O1 15.1826 14.7397 16.3638  0.003
C1 13.9945 14.6389 16.0579  -0.548
O2 13.4591 14.0497 15.0277  -0.187
C2 12.9664 15.3736 17.0811  -0.012
C3 13.3204 15.6245 18.3565  0.033
C4 12.3267 15.8553 19.3762  -0.144
C5 11.0405 15.9733 18.9754  0.038
C6 10.6421 15.9606 17.6254  -0.079
C7 11.6175 15.8111 16.6056  -0.286
O3 11.3049 15.9751 15.3722  -0.137
N1 9.2590 16.1749 17.2798  -0.347
O4 8.4529 16.5553 18.1398  0.014
O5 8.9662 15.9860 16.1125  0.072
N2 12.4416 15.6929 20.8359  -0.341
O6 11.3441 15.7152 21.4694  -0.024
O7 13.5279 15.5984 21.3778  0.046
H1 14.3244 15.3718 18.6478  0.114
H2 10.2422 16.0560 19.7372  0.131
O8 11.7412 16.1464 12.4382  -0.107
C8 10.5010 16.3173 12.3221  -0.752
O9 9.6797 15.5461 12.8228  -0.095
C9 10.1206 17.6407 11.4985  -0.272
P1 8.8839 17.9037 10.1650  1.052
C10 9.1815 19.5079 9.3360  -0.394
C11 8.8202 19.3399 8.0214  -0.179
C12 9.4276 20.1020 7.0073  -0.041
C13 10.1856 21.2807 7.4616  -0.078
C14 10.3528 21.4739 8.8268  -0.130
C15 9.8197 20.6611 9.8068  -0.072
C16 9.4242 16.9589 8.6641  -0.427
C17 10.6279 17.2508 8.0122  -0.113
C18 10.9605 16.6942 6.8473  -0.119
C19 10.1226 15.8062 6.2216  -0.077
C20 8.9020 15.4695 6.8707  -0.035
C21 8.5671 16.0559 8.1478  -0.107
H3 11.1349 17.9484 11.1799  0.072
H4 9.9488 18.3025 12.4364  0.116
H5 8.2572 18.5015 7.6342  0.098
H6 9.3502 19.6201 6.0523  0.090
H7 10.8755 21.8085 6.8033  0.084
H8 10.9232 22.3034 9.1088  0.076
H9 10.1491 20.7436 10.8215  0.098
H10 11.1500 18.0937 8.4334  0.118
H11 12.0203 16.7913 6.6091  0.115
H12 10.5106 15.4115 5.3339  0.077
H13 8.1921 14.8992 6.3419  0.070
H14 7.8054 15.7727 8.8486  0.089
O10 16.6852 14.4529 8.0140  -0.042
C22 17.3608 13.4943 8.2113  0.042
O11 13.8488 11.6664 11.1779  0.029
C23 13.0267 12.2422 11.6994  -0.603
N3 12.1847 12.9345 12.2106  -0.070
O12 10.7174 12.4317 15.2599  -0.587
C24 17.4211 6.5476 11.9405  -0.251
Si1 16.9422 8.3321 11.6350  0.272
C25 18.6728 9.1438 11.4954  -0.231
C26 16.0127 8.4748 10.0375  -0.251
Sb1 15.5147 9.6397 13.4150  0.853
Si2 16.6066 10.0582 15.6854  0.263
C27 17.3339 8.4530 16.2166  -0.272
C28 15.2833 10.6646 16.9215  -0.203
C29 17.8546 11.4098 15.2590  -0.240
Si3 13.4043 8.0367 13.7250  0.297
C30 12.5175 7.6353 12.1271  -0.245
C31 12.0415 8.8446 14.7459  -0.236
C32 13.8921 6.3889 14.5374  -0.252
H15 18.3698 6.3832 11.4038  0.020
H16 16.6697 5.7995 11.6805  0.017
H17 17.5213 6.4982 13.0303  0.009
H18 19.4259 8.5132 11.0079  0.022
H19 19.0801 9.3755 12.4482  -0.006
H20 18.5034 10.0523 10.9357  0.014
H21 16.7475 8.6987 9.2216  0.036
H22 15.1981 9.2263 10.0046  0.026
H23 15.5592 7.5045 9.7937  0.017
H24 16.6199 7.6632 16.0401  -0.002
H25 17.5237 8.4902 17.3286  0.038
H26 18.2675 8.2531 15.6668  0.025
H27 14.3023 10.1379 16.6403  0.035
H28 15.0829 11.7325 16.8324  0.016
H29 15.4813 10.4007 17.9806  0.027
H30 17.6685 11.8478 14.2677  0.018
H31 18.8431 10.9603 15.2784  0.009
H32 17.8103 12.2084 16.0002  0.025
H33 12.0661 8.5460 11.6734  0.044
H34 11.6929 6.9498 12.3826  0.029
H35 13.1541 7.2138 11.3544  0.004
H36 12.1775 8.4669 15.7593  0.007
H37 11.0302 8.5923 14.3368  0.040
H38 12.0723 9.9776 14.8336  0.037
H39 14.8702 6.0168 14.1295  0.018
H40 13.1435 5.6395 14.2698  0.010
H41 13.9585 6.4459 15.6333  0.018
C33 3.2797 10.3672 15.6765  -0.253
C34 3.7157 10.3779 17.1830  -0.131
N4 5.1715 10.8148 17.3187  -0.178
C35 5.4381 11.8972 16.4766  -0.208
C36 4.9001 11.8332 15.0806  -0.200
N5 3.4816 11.5075 14.8767  -0.070
C37 6.5075 11.5520 19.3223  0.019
C38 5.4217 10.9998 18.6799  -0.221
H42 2.1875 10.1405 15.7318  0.121
H43 3.7540 9.6182 15.1058  0.099
H44 3.8560 9.3774 17.4356  0.084
H45 3.0248 10.9377 17.8988  0.131
H46 6.5236 12.0673 16.5220  0.141
H47 4.8094 12.6723 16.9901  0.140
H48 5.4258 11.1516 14.4625  0.106
H49 5.0835 12.8382 14.6431  0.135
H50 2.8131 12.2085 15.1410  0.098
H51 7.4370 11.9628 18.9345  0.049
H52 6.3938 11.5379 20.3998  0.029
H53 10.2527 12.5149 16.2657  0.057
H54 4.6316 10.5037 19.3101  0.109

Which of these has the highest net charge? C38H54F24O19

Number 1 is which compound? C38H54F24O19